Entry from OMol25: C34H31FeN6O3P2S2 as an isolated structure (the ωB97M-V functional and the def2-TZVPD basis).

Results
**Expectation value of S²**: 8.766
**Orbital gap (alpha / beta)**: 8.31 / 6.94 eV
**ΔE to the lowest compared entry with this formula, charge and spin**: 8.6 kJ/mol

Geometry as ORCA input:
```
! wB97M-V def2-TZVPD RIJCOSX def2/J DEFGRID3
* xyz 2 6
H -1.980 6.230 2.326
O -2.712 -2.310 -0.034
H 3.227 1.555 1.454
C -0.281 3.388 -4.333
N -4.433 0.539 3.712
H -2.046 0.348 -2.715
C 0.391 -1.817 -2.175
C -1.680 5.367 1.748
H -0.860 -0.364 5.576
H -2.672 3.531 -0.920
C 3.419 -0.094 0.066
H 0.422 -1.763 -5.557
C -0.096 3.125 -2.987
H -1.257 2.779 -6.143
C 6.116 -0.019 0.684
H -3.355 5.485 0.415
C 3.899 0.853 0.974
H 3.913 -1.755 -1.214
H 2.131 -0.027 -5.124
H 0.107 5.033 2.889
H 0.211 4.236 -4.789
H 5.627 1.626 1.974
C -0.510 4.689 2.070
C 5.250 0.892 1.276
C 0.399 -2.687 0.909
H -0.589 -0.205 2.874
H 1.810 2.211 -0.338
H -0.744 1.451 2.637
C -1.441 0.557 5.646
H 1.248 -7.229 0.048
C -3.590 0.524 2.690
C 4.288 -1.015 -0.517
N -3.815 0.559 4.934
C -1.562 1.209 -3.165
C -2.553 0.557 4.668
O 1.534 -2.201 0.734
H -0.692 -2.904 -3.669
N -2.373 0.538 3.289
C -0.810 -6.690 0.291
H -0.111 -2.328 -1.367
H 6.317 -1.676 -0.666
P 1.679 -0.186 -0.278
C -0.122 3.588 1.321
C 1.642 -0.526 -4.298
C -1.736 -5.685 0.545
C -1.752 1.483 -4.512
H 7.171 0.013 0.922
N -1.194 0.543 2.550
H -5.440 0.520 3.658
N 1.162 1.431 -0.366
C 0.558 -6.420 0.244
H 2.714 0.583 -2.814
C -1.228 -4.416 0.739
N -0.704 -1.973 1.243
P -0.495 1.653 -0.669
H -0.774 1.405 5.482
C -2.068 3.847 -0.077
C 0.126 -4.133 0.704
C 1.356 -0.842 -1.927
H -2.797 -5.889 0.594
C -2.453 4.947 0.674
C 0.681 -1.502 -4.539
C 1.974 -0.188 -2.998
C -0.738 2.031 -2.402
H 2.104 -4.918 0.422
C -0.902 3.157 0.244
S -2.059 -2.924 1.122
C 5.637 -0.970 -0.208
H -2.397 0.851 -5.108
C -1.110 2.567 -5.092
H -1.859 0.627 6.646
S -3.905 0.494 1.029
Fe -1.715 -0.248 0.372
C 1.045 -5.136 0.449
O -2.797 -3.001 2.338
H 0.535 3.778 -2.393
H -1.157 -7.702 0.132
H 0.810 3.085 1.560
C 0.057 -2.145 -3.481
*
```